Record 1
The following is a quantum chemistry calculation of one molecule with the formula C10H20BrClN2O7P2, from the OMol25 dataset.

As for the SMILES: NC[C@H](O)C[C@]1(P(=O)(O)O)[C@@H](CCCCl)C(=O)O[C@]1(N)P(O)Br. The spin multiplicity is 1. The HOMO-LUMO gap comes out at 9.5007 eV. The charge is 0. The HOMO energy comes out at -9.19 eV.

The geometry in XYZ format:
```
43
C10H20BrClN2O7P2, DFT wB97M-V/def2-TZVPD
N 0.90481 -1.07012 3.18475
C 1.19589 0.29622 2.76700
C 1.99127 0.43226 1.44154
O 3.26169 1.02077 1.71097
C 1.28743 1.27607 0.35132
C 0.37289 0.63262 -0.73256
P 0.02200 2.04969 -1.88392
O 0.14822 3.33592 -1.18467
O -1.37629 1.87533 -2.62491
O 1.01479 1.85538 -3.12501
C -0.81122 -0.05850 0.02888
C -2.23862 -0.05030 -0.56491
C -3.26784 -0.89464 0.19889
C -3.36413 -0.60423 1.68983
Cl -4.12649 -1.96000 2.57009
C -0.31080 -1.47808 0.18405
O -0.69176 -2.32685 0.92024
O 0.69260 -1.71693 -0.70605
C 0.90314 -0.59759 -1.55420
N 0.02543 -0.78498 -2.72809
P 2.60260 -0.73811 -2.41866
O 2.83755 -2.32097 -2.18092
Br 4.07589 0.16499 -1.01155
H 1.33984 -1.77068 2.60272
H -0.08055 -1.27476 3.24614
H 1.81211 0.78132 3.53111
H 0.26399 0.86827 2.71402
H 2.22604 -0.57132 1.07399
H 3.13421 1.96663 1.85240
H 0.65278 2.01171 0.85242
H 2.06902 1.85775 -0.14114
H -1.95772 2.58109 -2.30572
H 1.92982 2.07414 -2.89325
H -0.89786 0.40730 1.00807
H -2.57816 0.98882 -0.56727
H -2.23055 -0.36393 -1.60715
H -3.06238 -1.95795 0.06525
H -4.24066 -0.71068 -0.26452
H -2.38988 -0.45663 2.15031
H -3.98363 0.26777 1.89636
H 0.50534 -0.72390 -3.61982
H -0.40309 -1.70283 -2.66510
H 2.74229 -2.61009 -1.26092
```

***

Record 2
The following is a quantum chemistry calculation of C4H4NiO6 as an isolated structure, from the OMol25 dataset.

The spin multiplicity is 4. The HOMO-LUMO gap (spin up / spin down) comes out at 5.8614 / 6.5260 eV. The charge is +1. The HOMO energy (spin up / spin down) comes out at -12.18 / -14.55 eV.

The geometry in XYZ format:
```
15
C4H4NiO6, DFT wB97M-V/def2-TZVPD
O -1.91428 -0.32592 1.37300
C -1.55773 0.51192 0.53986
C -0.18893 0.48113 -0.06919
O -0.27023 0.66656 -1.46164
H 0.19835 1.43492 0.41032
H -2.31318 1.16229 0.06766
H 0.19481 -0.53719 0.11221
C 0.57638 -0.02796 -2.23558
O 0.67485 -1.22365 -2.27175
O 1.29770 0.78288 -2.98639
H 0.97594 1.69392 -2.93552
O 0.27765 -1.87309 2.51896
C 1.42543 -1.46096 2.20604
O 1.83466 -0.38937 1.80319
Ni -1.21144 -0.89549 2.92884
```

***

Record 3
The following is a quantum chemistry calculation of C13H8F3N5O3RuS5 as an isolated structure, from the OMol25 dataset.

The spin multiplicity is 2. The HOMO-LUMO gap (spin up / spin down) comes out at 5.7034 / 5.6959 eV. The charge is -1. The HOMO energy (spin up / spin down) comes out at -4.63 / -4.70 eV.

The geometry in XYZ format:
```
38
C13H8F3N5O3RuS5, DFT wB97M-V/def2-TZVPD
Ru 0.54395 -0.00625 -0.05832
C 4.49031 -2.73349 2.28341
S 2.83552 -2.80367 3.01976
C 1.97730 -1.60000 2.09554
S 2.57346 -1.03848 0.55113
N 0.88084 -1.16327 2.64682
N 0.23353 -0.23404 1.96069
C -0.78876 0.38934 2.46008
C -1.07633 1.66349 1.88646
C -2.09386 2.50919 2.34167
C -2.24914 3.74550 1.75604
C -1.39362 4.12989 0.72774
C -0.41339 3.23813 0.32474
N -0.25385 2.05398 0.88392
H 5.05631 -3.55704 2.71204
H 4.95529 -1.78285 2.53268
H 4.41117 -2.84450 1.20662
H -1.31372 -0.00850 3.32107
H -2.73984 2.16881 3.14037
H -3.02552 4.41646 2.10036
H -1.48820 5.09678 0.25574
H 0.27577 3.48554 -0.47628
S -1.71526 0.28355 -0.99506
C -1.26716 0.91081 -2.53528
C -2.32515 1.05591 -3.48211
N -3.19811 1.16205 -4.22583
C -0.00758 1.30868 -2.89431
S 1.41198 1.20292 -1.90930
C 0.19597 1.92471 -4.16405
N 0.39325 2.45924 -5.16588
F -1.46540 -4.83190 -1.53428
C -1.30188 -3.55755 -1.92100
F -1.14698 -3.55325 -3.25101
F -2.42540 -2.89770 -1.63085
S 0.17919 -2.77939 -1.10189
O 1.16241 -3.81963 -1.09691
O -0.33052 -2.35781 0.20099
O 0.44339 -1.63567 -1.96550
```

***

Record 4
The following is a quantum chemistry calculation of C2H2CuF2NaO as an isolated structure, from the OMol25 dataset.

The spin multiplicity is 2. The HOMO-LUMO gap (spin up / spin down) comes out at 8.9312 / 6.7359 eV. The charge is +1. The HOMO energy (spin up / spin down) comes out at -13.17 / -13.04 eV.

The geometry in XYZ format:
```
9
C2H2CuF2NaO, DFT wB97M-V/def2-TZVPD
F 2.83377 -1.39642 0.48319
O 0.17141 -0.36343 0.32670
Na 1.03762 -2.52232 0.08314
Cu 2.37566 0.17803 0.74566
C -1.40292 0.74955 -0.79794
C -0.81736 0.42499 0.44564
H -1.18600 0.90400 1.36312
F -0.75918 0.56030 -1.92397
H -2.25300 1.46532 -0.72555
```